Record 1
The following is a quantum chemistry calculation of a cluster of 3 separate species, C12H28ClFNO3 in total, from OMol25.

Calculated values
HOMO energy	-12.2	eV
total charge	+1
max |F|	0.3	eV/Å
electronic energy	-1314.2419	Eh

```
46
C12H28ClFNO3, DFT the ωB97M-V functional and the def2-TZVPD basis
F -1.23353 -1.34026 2.21636
C -1.13792 -1.59587 0.88876
C -0.11710 -2.67432 0.61170
O -0.50650 -3.85468 1.26722
C -1.58597 -4.46665 0.61593
C -2.84569 -3.57312 0.52759
Cl -3.97347 -3.82522 1.86268
N -2.52928 -2.07150 0.50718
H -0.93455 -0.65708 0.35904
H 0.85162 -2.34975 1.00633
H -0.03032 -2.83115 -0.47962
H -1.30266 -4.77375 -0.40696
H -1.85261 -5.36138 1.18747
H -3.38222 -3.77947 -0.40480
H -2.77175 -1.69034 -0.41135
H -3.16616 -1.62998 1.18113
C 2.31288 3.25453 2.14625
C 1.09298 2.38310 1.91989
O 1.39915 1.07403 1.45129
C 2.20444 0.26996 2.29725
C 1.51761 -0.05327 3.61055
H 2.90626 3.33003 1.23457
H 1.99650 4.25662 2.43632
H 2.95235 2.87086 2.94171
H 0.46791 2.81306 1.13644
H 0.48273 2.33037 2.82825
H 3.20950 0.67737 2.43833
H 2.32168 -0.65307 1.72261
H 1.43495 0.79959 4.28425
H 2.05454 -0.84475 4.13323
H 0.50596 -0.37599 3.36740
C 0.86676 2.33476 -4.71443
C -0.57355 2.23299 -4.24758
O -0.93630 0.94689 -3.75948
C -0.20370 0.47980 -2.64956
C -0.32381 1.34013 -1.40242
H 1.07572 1.58885 -5.48183
H 1.04351 3.32349 -5.13799
H 1.57816 2.19737 -3.89869
H -1.24934 2.40411 -5.08447
H -0.78941 3.00271 -3.49817
H 0.85167 0.33057 -2.90468
H -0.62220 -0.51375 -2.45593
H 0.11459 2.32848 -1.54020
H 0.20140 0.86950 -0.56911
H -1.37484 1.47615 -1.13247
```

These are the Löwdin partial charges, in e, on atoms 1 to 2: atom 1 (F): 0.073, atom 2 (C): -0.238

Record 2
The following is a quantum chemistry calculation of a structure of composition C38H36BaF6N3O7PS3, from OMol25.

Calculated values
HOMO energy	-1.5	eV
total charge	-2
max |F|	1.0	eV/Å
electronic energy	-4321.4146	Eh

```
95
C38H36BaF6N3O7PS3, DFT the ωB97M-V functional and the def2-TZVPD basis
Ba -2.61085 0.15048 0.27138
C 1.98665 1.53612 3.01783
C 3.14461 1.63989 2.06475
C 4.22076 2.46117 2.38292
C 5.29547 2.61636 1.52015
C 5.28938 1.94952 0.30609
C 4.22785 1.11632 -0.01831
C 3.15461 0.92545 0.85220
P 1.66227 -0.06026 0.41927
C 2.07419 -0.78790 -1.22482
C 1.29469 -0.28362 -2.26695
C 1.44290 -0.72403 -3.57487
C 2.38971 -1.69530 -3.84990
C 3.15547 -2.22572 -2.81991
C 3.00853 -1.80147 -1.50212
C 3.82470 -2.47093 -0.42920
C 1.63937 -1.41456 1.61539
C 2.60062 -1.59135 2.60653
C 2.45297 -2.51535 3.62662
C 1.28066 -3.28930 3.64043
C 0.32538 -3.15534 2.66654
C 0.45342 -2.22807 1.58153
C -0.52183 -2.12419 0.57692
H 1.98857 2.37094 3.72072
H 2.02182 0.60201 3.58487
H 1.04095 1.53169 2.47120
H 4.20363 3.00133 3.32393
H 6.11975 3.26685 1.78801
H 6.10685 2.07639 -0.39402
H 4.22725 0.61184 -0.97547
H 0.52712 0.44825 -2.03811
H 0.80764 -0.32589 -4.35597
H 2.51897 -2.05957 -4.86249
H 3.87736 -3.00621 -3.03716
H 4.59342 -3.10236 -0.87886
H 3.19164 -3.08867 0.20873
H 4.30843 -1.74877 0.22656
H 3.49384 -0.97325 2.58344
H 3.21168 -2.62858 4.39061
H 1.12605 -4.01585 4.43239
H -0.55932 -3.77993 2.69409
H -1.29354 -2.88837 0.53249
H -0.24104 -1.71673 -0.39035
N -1.74516 0.60771 3.14348
N -2.60514 1.53089 3.78598
C -3.68372 2.09344 3.01542
O -4.63033 2.51413 3.68085
O -3.50298 2.13411 1.76350
H -2.00977 -0.35405 3.34892
H -0.79788 0.74317 3.47170
H -2.95491 1.22146 4.68266
F -3.02934 -3.48229 2.95759
C -4.06035 -3.84297 2.19412
F -4.98639 -4.39121 2.98226
F -3.64135 -4.75002 1.32115
S -4.73217 -2.32875 1.32865
O -4.08679 -2.32035 0.03144
O -4.35710 -1.22917 2.18249
N -6.27862 -2.48371 1.31448
S -7.07360 -3.51852 0.42170
O -6.38153 -4.75647 0.19947
O -8.43653 -3.53979 0.85587
C -7.15614 -2.71895 -1.25757
F -7.29310 -1.39729 -1.15956
F -6.07460 -2.98490 -1.98242
F -8.22175 -3.20028 -1.91438
C -0.75349 4.06332 1.68540
C -0.16879 3.21208 0.59389
O -0.65154 2.14106 0.29474
C 1.07085 3.64842 -0.12096
C 2.03526 4.44237 0.48976
C 3.22670 4.71404 -0.16647
C 3.44211 4.21419 -1.44298
C 2.46751 3.44468 -2.06595
C 1.28640 3.15319 -1.40427
H -1.72840 3.65878 1.95484
H -0.83863 5.10014 1.35611
H -0.09563 4.04496 2.55820
H 1.87455 4.81638 1.49346
H 3.99514 5.29572 0.32681
H 4.37843 4.41625 -1.94934
H 2.63478 3.05173 -3.06087
H 0.50733 2.55554 -1.86324
S -2.20955 1.73248 -2.47232
C -1.83282 0.74447 -3.86548
C -2.07660 -0.63808 -3.91033
C -1.74083 -1.40254 -5.01587
C -1.15255 -0.81952 -6.13197
C -0.90686 0.54874 -6.11299
C -1.23558 1.31261 -5.00434
H -2.54190 -1.11816 -3.05649
H -1.93913 -2.46793 -5.00122
H -0.88854 -1.41845 -6.99479
H -0.44671 1.02734 -6.97107
H -1.03491 2.37697 -4.99709
```

These are the Löwdin partial charges, in e, on atoms 1 to 2: atom 1 (Ba): 1.725, atom 2 (C): -0.061

Record 3
The following is a quantum chemistry calculation of a cluster of 3 separate species, C2H7O4 in total, from OMol25.

Calculated values
HOMO energy	-4.7	eV
total charge	-1
max |F|	1.2	eV/Å
electronic energy	-381.4517	Eh

```
13
C2H7O4, DFT the ωB97M-V functional and the def2-TZVPD basis
O -1.88492 0.84659 -0.05693
C -1.03800 -0.05690 0.03674
O 0.12146 -0.08831 -0.49390
C -1.38919 -1.28058 0.92809
H -0.92200 -2.15837 0.48659
H -0.89314 -1.10082 1.87130
H -2.46073 -1.43275 0.97905
H 2.57832 -0.87746 -0.30918
H 1.38426 -1.74668 -0.35954
O 2.34393 -1.79078 -0.50304
H 0.64824 1.65347 -0.14136
H 1.46151 2.84250 -0.65829
O 1.02902 2.52066 0.13597
```

These are the Löwdin partial charges, in e, on atoms 1 to 2: atom 1 (O): -0.055, atom 2 (C): -0.743

Record 4
The following is a quantum chemistry calculation of a structure of composition C10H20AgCl10O4PSn2, from OMol25.

Calculated values
HOMO energy (spin up / spin down)	-16.5 / -16.5	eV
total charge	+3
max |F|	6.0	eV/Å
<S²>	0.754
spin multiplicity	2
electronic energy	-6211.6438	Eh

```
48
C10H20AgCl10O4PSn2, DFT the ωB97M-V functional and the def2-TZVPD basis
Ag 1.45832 2.11781 0.61718
Sn 2.59040 2.30772 -2.95016
Sn 3.98863 -1.80816 -1.42386
P 1.08139 0.07570 -0.73430
O 0.90550 0.06098 0.78659
O 0.47127 1.37955 -1.31897
O 1.17112 -1.25255 -1.51598
O 2.57676 0.57616 -0.68970
Cl -3.32626 2.34154 -2.80600
C -2.77304 2.99327 -1.26148
C -1.65591 4.02316 -1.47591
Cl -2.31381 5.56529 -2.09114
H -2.37392 2.18462 -0.64831
H -3.62446 3.42593 -0.74106
H -0.96840 3.70097 -2.25890
H -1.02907 4.27825 -0.62162
Cl 5.21119 -0.54602 1.36870
C 4.45332 -0.77776 2.99193
C 3.03006 -0.24491 3.09930
Cl 2.93953 1.49452 2.78993
H 5.11435 -0.22268 3.65425
H 4.50219 -1.85505 3.12840
H 2.60800 -0.50792 4.06944
H 2.36526 -0.73763 2.38871
Cl -0.91897 0.53910 5.36178
C -1.70326 -0.64086 4.31803
C -0.56427 -1.39850 3.57823
Cl 0.47786 -2.27592 4.70049
H -2.35696 -0.10444 3.63185
H -2.21030 -1.38368 4.93823
H -0.02547 -0.79953 2.84126
H -0.95952 -2.20315 2.94534
Cl 0.05799 -2.07278 -6.05458
C 0.21052 -1.42919 -4.37743
C -0.71220 -0.22823 -4.09566
Cl 0.00398 1.27857 -4.77437
H 1.26613 -1.41179 -4.11778
H -0.20223 -2.25635 -3.79823
H -0.66077 -0.15204 -3.01151
H -1.71458 -0.35383 -4.49424
Cl -3.50274 -0.69130 0.84935
C -2.45280 -1.16596 -0.54527
C -1.44570 -2.20219 -0.13782
Cl -2.18916 -3.61662 0.59569
H -2.00201 -0.23400 -0.88760
H -3.12900 -1.53334 -1.31555
H -0.73623 -1.73504 0.54370
H -0.93272 -2.50172 -1.05095
```

These are the Löwdin partial charges, in e, on atoms 1 to 2: atom 1 (Ag): 0.692, atom 2 (Sn): 1.553

> Among the records above, which one has the lowest total charge?

C38H36BaF6N3O7PS3